C14H17N5O7SV | the ωB97M-V functional and the def2-TZVPD basis

Computed properties:
Net charge ... +1
Multiplicity ... 3
Expectation value of S² ... 2.012
ΔE to the lowest compared entry with this formula, charge and spin ... 0.0 kJ/mol

Each line ends with the Löwdin charge.
Element x y z (Å)
V (0.06053, 0.24264, -0.04285)  1.142
N (-0.03145, 0.26941, 2.06341)  -0.010
C (1.21136, -0.29593, 2.71395)  -0.153
C (2.53304, 0.25886, 2.15334)  -0.054
C (2.46563, 0.08650, 0.65961)  -0.555
O (2.77841, -0.93804, 0.06620)  0.078
O (1.76819, 1.04393, 0.06828)  -0.111
H (-0.18113, 1.23642, 2.35176)  0.129
H (-0.81418, -0.26541, 2.43794)  0.130
H (1.17463, -1.37266, 2.55467)  0.131
H (1.17041, -0.10905, 3.78583)  0.135
H (3.34707, -0.31618, 2.58881)  0.142
H (2.65903, 1.31344, 2.39363)  0.139
N (1.98444, -2.02298, -2.40019)  0.214
C (0.76668, -2.78710, -1.95398)  -0.003
C (-0.08117, -1.79154, -1.18513)  -0.590
O (-0.24046, -1.90281, 0.04736)  0.021
O (-0.42923, -0.69725, -1.75011)  -0.030
H (2.64834, -2.62505, -2.88963)  0.184
H (2.45399, -1.59274, -1.56546)  0.122
H (1.71052, -1.26427, -3.03115)  0.178
H (1.08516, -3.58879, -1.29494)  0.152
H (0.24877, -3.18128, -2.82537)  0.156
O (-2.36179, 8.97194, -4.93585)  -0.336
S (-1.94154, 7.59635, -4.86374)  0.391
O (-0.60620, 7.37077, -4.34729)  -0.369
O (-2.32022, 6.74548, -5.97842)  -0.349
C (-2.99893, 6.86088, -3.56755)  -0.314
N (-4.25852, 7.27748, -3.38923)  0.151
C (-4.97296, 6.64636, -2.47020)  -0.097
C (-4.47297, 5.58888, -1.71678)  0.007
C (-3.16497, 5.23292, -1.98324)  -0.240
N (-2.43565, 5.86527, -2.89306)  0.147
C (-2.42410, 4.13077, -1.34158)  -0.080
C (-1.03781, 4.08391, -1.53819)  0.055
C (-0.32322, 3.02660, -1.04474)  -0.070
N (-0.91573, 2.01277, -0.37563)  -0.089
C (-2.24481, 2.06921, -0.15280)  -0.105
C (-3.02349, 3.10534, -0.60387)  0.029
H (-5.98958, 6.99445, -2.32459)  0.116
H (-5.08472, 5.10433, -0.96720)  0.103
H (-0.56869, 4.87350, -2.11321)  0.137
H (0.74744, 2.95394, -1.18106)  0.121
H (-2.68682, 1.23370, 0.38338)  0.122
H (-4.08769, 3.09332, -0.41760)  0.124

C9H17F3N2O2 | the ωB97M-V functional and the def2-TZVPD basis

Computed properties:
SMILES ... OCCN1CCN(C[C@@H](O)C(F)(F)F)CC1
ΔE to the lowest compared entry with this formula, charge and spin ... 0.0 kJ/mol

Each line ends with the Löwdin charge.
Element x y z (Å)
O (5.35715, 0.45029, 0.87905)  -0.067
C (4.00460, 0.75414, 0.63737)  -0.263
C (3.23426, -0.45878, 0.10147)  -0.195
N (1.79878, -0.26811, 0.17012)  -0.177
C (1.30333, 0.65236, -0.83871)  -0.174
C (-0.18715, 0.89743, -0.62764)  -0.170
N (-0.89231, -0.36524, -0.72798)  -0.167
C (-2.31813, -0.25527, -0.83556)  -0.125
C (-3.04625, 0.42904, 0.35164)  -0.269
O (-2.98888, 1.81661, 0.18980)  0.011
C (-4.50542, -0.03719, 0.39083)  -0.596
F (-4.60927, -1.33612, 0.70556)  0.145
F (-5.20253, 0.64118, 1.32392)  0.134
F (-5.14920, 0.13805, -0.76603)  0.160
C (-0.41238, -1.27814, 0.28925)  -0.174
C (1.07669, -1.52350, 0.06296)  -0.182
H (5.76023, 0.15103, 0.05616)  0.086
H (3.58559, 1.04757, 1.60137)  0.125
H (3.92609, 1.60444, -0.05356)  0.109
H (3.57180, -0.68809, -0.92811)  0.128
H (3.49150, -1.31079, 0.73692)  0.124
H (1.83515, 1.59980, -0.74820)  0.114
H (1.46131, 0.25037, -1.85542)  0.130
H (-0.56625, 1.57243, -1.39593)  0.128
H (-0.33216, 1.37068, 0.35548)  0.127
H (-2.55200, 0.33212, -1.72772)  0.139
H (-2.72601, -1.26239, -0.95761)  0.131
H (-2.59935, 0.11116, 1.30757)  0.158
H (-3.48356, 2.26061, 0.89078)  0.110
H (-0.95710, -2.22129, 0.20730)  0.127
H (-0.54289, -0.87746, 1.30837)  0.123
H (1.45000, -2.20990, 0.82606)  0.121
H (1.21439, -1.98703, -0.92951)  0.129

C7H14N2 | the ωB97M-V functional and the def2-TZVPD basis

Computed properties:
ΔE to the lowest compared entry with this formula, charge and spin ... 327.7 kJ/mol

Each line ends with the Löwdin charge.
Element x y z (Å)
C (1.02698, 0.75932, 2.50620)  -0.057
C (-0.04020, 0.02870, 1.70762)  -0.605
N (0.78795, -0.94185, 0.48332)  0.133
N (-0.96135, -0.71883, 2.27527)  0.001
H (1.73947, -1.30454, 0.50016)  0.110
H (0.11554, -1.69984, 0.39403)  0.090
H (-1.00836, -0.57760, 3.28387)  0.007
H (0.60927, 1.65916, 2.95441)  0.078
H (1.41657, 0.11575, 3.29784)  0.076
H (1.85569, 1.06465, 1.86576)  0.068
C (-1.50423, -0.74831, -1.87875)  -0.056
C (-0.13614, -0.11880, -1.87346)  -0.350
C (0.38688, 0.40138, -0.59204)  -0.164
C (0.59819, -0.01637, -2.98470)  0.060
C (-0.52216, 0.97781, 0.43664)  -0.088
H (1.34195, 0.91334, -0.69294)  0.129
H (-1.62796, -1.39780, -2.74459)  0.080
H (-1.67935, -1.34426, -0.98207)  0.076
H (-2.28023, 0.01883, -1.91201)  0.088
H (1.54754, 0.50383, -2.99366)  0.062
H (0.23636, -0.36927, -3.93938)  0.063
H (-1.56946, 0.76399, 0.24967)  0.094
H (-0.33294, 2.03069, 0.63881)  0.105

C5H10OS | the ωB97M-V functional and the def2-TZVPD basis

Computed properties:
ΔE to the lowest compared entry with this formula, charge and spin ... 292.2 kJ/mol

Each line ends with the Löwdin charge.
Element x y z (Å)
C (-0.58690, 0.85550, 0.83757)  -0.126
C (-1.61187, 0.15828, 1.78670)  -0.063
C (-0.03409, 0.48903, -0.31518)  -0.399
C (0.50975, 1.54997, -1.15473)  -0.157
C (0.97140, -2.09719, -0.30948)  -0.225
O (1.18614, -0.57442, -2.46079)  -0.558
S (0.10722, -1.01518, -1.56860)  0.911
H (-1.19040, 0.22619, 2.76565)  0.055
H (-0.44808, 1.87050, 1.08205)  0.082
H (-1.88809, -0.88270, 1.66147)  0.067
H (-2.46998, 0.75267, 1.76294)  0.046
H (-0.17769, 1.75045, -2.02169)  0.111
H (0.59136, 2.33978, -0.40737)  0.077
H (1.51392, 1.28415, -1.51180)  0.073
H (0.24615, -2.58993, 0.31339)  0.038
H (1.81407, -2.76476, -0.64213)  0.079
H (1.46710, -1.35235, 0.18197)  -0.012